(1)
{
  "formula": "C6H7N6O2",
  "method": "ωB97M-V with the def2-TZVPD basis set",
  "elements": ["C", "C", "C", "C", "C", "C", "N", "N", "N", "N", "N", "N", "O", "O", "H", "H", "H", "H", "H", "H", "H"],
  "positions_angstrom": [[2.27564, -0.43980, 0.89324], [-0.04341, 0.09025, -1.02617], [1.16310, 0.74762, -0.86213], [-1.76572, -1.48994, -0.42602], [-2.89372, -1.63079, 0.63296], [2.31322, 2.87146, 1.22594], [2.52354, -1.26741, 1.64913], [-1.77792, -2.08451, -1.56830], [-3.31380, -3.50572, -2.55888], [-2.58745, -2.88736, -2.00323], [-0.79510, -0.61053, -0.09829], [1.96267, 0.71661, 0.23851], [-2.97318, -2.33929, 1.58494], [2.91070, 1.84840, 0.43192], [-0.44571, 0.14921, -2.07199], [1.39083, 1.47419, -1.61301], [-3.77227, -1.01093, 0.39261], [2.04768, 3.70223, 0.52237], [3.03995, 3.44362, 1.82903], [1.61173, 2.46043, 1.90707], [-0.87077, -0.23775, 0.92031]],
  "atomic_forces_ev_per_a": [[-0.21, 1.98, 0.05], [2.12, 1.44, -2.14], [-2.53, -0.76, 0.12], [0.99, 1.22, 3.62], [-1.25, -0.07, -0.22], [0.82, 2.18, -0.93], [0.08, -0.71, -0.01], [2.52, 1.01, -1.51], [-0.09, -0.70, -0.19], [-1.98, -0.49, -0.21], [-2.04, -0.68, 1.99], [1.50, 0.82, 1.00], [1.15, -0.21, -0.20], [-0.69, -2.49, -0.40], [0.16, -0.17, 1.35], [0.52, 0.14, -0.38], [0.09, 0.39, -0.36], [-1.01, -0.92, 0.59], [0.48, -1.12, -0.10], [-1.05, -0.04, 0.27], [0.41, -0.81, -2.32]],
  "lowdin_charge": [-0.2178, -0.0848, -0.0325, -0.1939, -0.1584, -0.0619, 0.2039, 0.1723, 0.3721, -0.0558, 0.1100, -0.0681, 0.1566, -0.0790, 0.1406, 0.1359, 0.1443, 0.1055, 0.1023, 0.0802, 0.2283],
  "total_charge": 1,
  "e_lumo_ev": [-5.59, -5.59],
  "smiles": "CON(C#N)/C=C\\N/C(C=O)=N/[N+]#N",
  "homo_energy_ev": [-12.785, -12.785]
}


(2)
{
  "formula": "C37H50NaO6P3Se2",
  "method": "ωB97M-V with the def2-TZVPD basis set",
  "elements": ["Na", "C", "Se", "C", "C", "Se", "C", "H", "H", "H", "H", "H", "H", "H", "H", "H", "H", "O", "P", "C", "P", "O", "C", "C", "C", "C", "C", "C", "C", "C", "C", "C", "C", "C", "C", "C", "C", "C", "C", "C", "C", "C", "C", "C", "C", "C", "H", "H", "H", "H", "H", "H", "H", "H", "H", "H", "H", "H", "H", "H", "H", "H", "H", "H", "H", "H", "H", "H", "C", "C", "C", "C", "O", "P", "O", "O", "O", "C", "C", "C", "C", "H", "H", "H", "H", "H", "H", "H", "H", "H", "H", "H", "H", "H", "H", "H", "H", "H", "H"],
  "positions_angstrom": [[-0.57641, -0.56521, 0.59513], [1.47897, -0.35896, -4.44472], [1.15511, -0.07626, -2.51944], [1.97894, 1.73456, -2.55079], [1.76182, 2.46409, -1.24595], [-0.05699, 3.16271, -1.00963], [0.08531, 4.54694, -2.40516], [2.54648, -0.28552, -4.65160], [0.93054, 0.38493, -5.02079], [1.12264, -1.35799, -4.68535], [1.55228, 2.27794, -3.39623], [3.05231, 1.60667, -2.72383], [2.43463, 3.32437, -1.16095], [1.91481, 1.79699, -0.39416], [-0.88080, 5.03542, -2.49611], [0.34360, 4.07633, -3.34974], [0.84548, 5.27183, -2.12181], [-0.01108, -1.60490, 2.20510], [-0.75868, -1.48676, 3.45544], [-1.86661, -0.01957, 3.49753], [-0.98957, 1.39805, 2.76482], [-0.74061, 1.25762, 1.31813], [-2.00162, 2.86675, 3.12295], [-3.12438, 2.89660, 3.93948], [-3.81143, 4.08420, 4.12116], [-3.38007, 5.24222, 3.49722], [-2.25527, 5.21682, 2.68709], [-1.57084, 4.03182, 2.49829], [0.54382, 1.59177, 3.70930], [1.72212, 1.16451, 3.11361], [2.92290, 1.31523, 3.78150], [2.94815, 1.89622, 5.03901], [1.77198, 2.32287, 5.63460], [0.56821, 2.17325, 4.97243], [-1.96739, -2.77105, 3.93917], [-2.29814, -3.84294, 3.12147], [-3.26805, -4.74600, 3.52969], [-3.91629, -4.58457, 4.74303], [-3.57281, -3.52309, 5.56757], [-2.60385, -2.62382, 5.17078], [0.43986, -1.47641, 4.83531], [0.26845, -0.99992, 6.12857], [1.21798, -1.27464, 7.09697], [2.34969, -2.01006, 6.78619], [2.54938, -2.45304, 5.48849], [1.59397, -2.19128, 4.52639], [-2.22214, 0.18005, 4.50821], [-2.70834, -0.26690, 2.83907], [-3.47547, 1.99871, 4.42683], [-4.68475, 4.10913, 4.75638], [-3.92666, 6.16208, 3.63853], [-1.91659, 6.12419, 2.21125], [-0.70614, 3.98227, 1.84951], [1.67813, 0.72454, 2.12696], [3.84010, 0.98704, 3.31812], [3.88712, 2.02474, 5.55468], [1.79697, 2.78082, 6.61254], [-0.35025, 2.52202, 5.42570], [-1.80189, -3.95097, 2.17176], [-3.52727, -5.58094, 2.89413], [-4.68176, -5.28112, 5.05650], [-4.05793, -3.39334, 6.52427], [-2.32372, -1.81458, 5.83258], [-0.58953, -0.39717, 6.38875], [1.07123, -0.92576, 8.10979], [3.07525, -2.23898, 7.55227], [3.43989, -3.01154, 5.23522], [1.73125, -2.53193, 3.51042], [-2.86888, -4.58090, -3.29179], [-2.86054, -3.72835, -2.01944], [-3.50075, -2.37308, -2.29751], [-3.57804, -4.46130, -0.88873], [-1.49060, -3.52520, -1.71806], [-0.95689, -2.87084, -0.34619], [-2.01954, -2.14661, 0.41587], [0.23244, -2.03681, -0.70598], [-0.55830, -4.15236, 0.55796], [0.60145, -4.94821, 0.34798], [0.72901, -5.34797, -1.11876], [1.85134, -4.17490, 0.76246], [0.41325, -6.17562, 1.25138], [-3.86805, -4.62901, -3.71154], [-2.52044, -5.58694, -3.07508], [-2.19866, -4.13783, -4.02087], [-4.52833, -2.49746, -2.62378], [-2.92723, -1.87134, -3.07275], [-3.45628, -1.77570, -1.39271], [-4.63034, -4.59631, -1.13470], [-3.49135, -3.88770, 0.03067], [-3.12204, -5.43771, -0.72934], [0.89131, -4.44679, -1.70369], [-0.18377, -5.82343, -1.46603], [1.56398, -6.03157, -1.25478], [1.85247, -3.22382, 0.23930], [2.74326, -4.74241, 0.50540], [1.83889, -3.99134, 1.83364], [-0.48681, -6.71764, 0.96981], [0.32005, -5.85675, 2.28870], [1.26992, -6.83979, 1.16834]],
  "atomic_forces_ev_per_a": [[0.07, 0.36, -1.81], [-0.05, 0.06, 0.41], [0.53, 0.73, -0.57], [-0.09, -0.52, -0.21], [-0.27, 0.24, 0.10], [0.02, 0.34, -0.32], [0.14, -0.37, 0.31], [-0.07, -0.04, 0.01], [0.00, -0.07, 0.00], [0.01, 0.02, -0.03], [0.08, 0.01, 0.06], [-0.11, 0.00, -0.04], [-0.03, -0.20, 0.08], [0.11, 0.12, 0.02], [-0.03, -0.01, 0.03], [-0.04, 0.08, -0.06], [-0.02, 0.03, -0.04], [1.02, -0.66, 0.20], [-1.08, -0.36, 2.17], [0.71, 0.03, -0.37], [-0.61, 0.91, 1.51], [0.11, 1.09, -0.14], [0.31, -0.35, 0.00], [0.09, -0.16, -0.02], [-0.13, 0.07, 0.11], [0.00, -0.04, 0.01], [-0.02, 0.09, 0.02], [0.13, -0.03, -0.08], [-0.33, 0.13, -0.23], [-0.11, 0.02, -0.12], [0.13, -0.01, 0.03], [0.00, -0.05, -0.03], [-0.03, 0.04, 0.12], [-0.09, 0.00, -0.11], [0.31, 0.14, -0.11], [0.14, 0.16, -0.07], [-0.14, -0.11, 0.07], [0.07, 0.02, -0.02], [-0.09, 0.04, 0.15], [0.15, 0.05, -0.04], [-0.25, -0.11, -0.19], [-0.06, 0.03, -0.12], [0.00, 0.04, 0.22], [0.05, -0.03, -0.06], [0.05, -0.02, 0.19], [0.03, -0.01, -0.23], [0.02, 0.01, 0.00], [0.01, 0.00, 0.13], [-0.05, -0.07, 0.04], [-0.08, -0.02, 0.03], [-0.03, 0.10, 0.03], [0.05, 0.06, -0.10], [0.05, 0.13, -0.09], [0.10, -0.05, -0.03], [0.11, -0.05, -0.05], [0.11, 0.00, 0.06], [0.00, 0.03, 0.07], [-0.07, 0.06, 0.05], [0.01, -0.06, -0.09], [0.02, -0.02, -0.09], [-0.01, -0.05, -0.02], [-0.05, -0.02, 0.06], [-0.07, 0.03, 0.07], [-0.15, 0.02, 0.05], [-0.02, 0.08, 0.03], [0.07, 0.03, 0.08], [0.01, -0.02, -0.04], [0.04, -0.05, -0.06], [0.14, 0.20, 0.35], [-0.85, -0.26, -0.44], [0.21, -0.15, 0.11], [0.14, 0.04, -0.01], [0.51, 0.11, 0.42], [0.23, -0.21, -0.39], [-0.75, -0.46, -0.13], [0.05, -0.96, -0.21], [-0.44, 0.35, -0.20], [0.73, -0.74, 0.08], [-0.12, 0.05, 0.20], [-0.24, 0.00, -0.02], [-0.01, 0.39, -0.27], [-0.18, -0.06, -0.05], [0.04, -0.16, 0.01], [0.07, 0.09, -0.17], [-0.19, 0.04, -0.05], [-0.01, 0.11, -0.15], [-0.14, 0.13, 0.05], [-0.06, -0.03, -0.03], [-0.14, 0.03, 0.06], [0.01, -0.12, -0.01], [0.09, -0.03, -0.22], [-0.09, -0.09, -0.07], [0.10, -0.03, 0.02], [0.15, 0.09, -0.01], [0.10, -0.07, 0.02], [0.02, 0.03, 0.16], [-0.09, -0.08, -0.04], [-0.03, 0.02, 0.08], [0.09, -0.08, -0.02]],
  "lowdin_charge": [0.1740, -0.3960, 0.9820, -0.5663, -0.5733, 0.9293, -0.3976, 0.0169, 0.0155, 0.0120, 0.0414, 0.0661, 0.0646, 0.0417, 0.0115, 0.0055, 0.0173, -0.3214, 0.7715, -0.2585, 0.7465, -0.3773, -0.2620, -0.0784, -0.0797, -0.0758, -0.0635, -0.0766, -0.2726, -0.0637, -0.0571, -0.0670, -0.0754, -0.0796, -0.2433, -0.0427, -0.0587, -0.0790, -0.0834, -0.0933, -0.2505, -0.0928, -0.0788, -0.0777, -0.0645, -0.0676, 0.0639, 0.1023, 0.0956, 0.1048, 0.1047, 0.1077, 0.0701, 0.1083, 0.1102, 0.1057, 0.1065, 0.1110, 0.0762, 0.1081, 0.1034, 0.1024, 0.0884, 0.0994, 0.1052, 0.1032, 0.1079, 0.0902, -0.0244, -0.6408, -0.0225, -0.0272, -0.1584, 0.2845, -0.2867, -0.4005, -0.1830, -0.6246, -0.0266, -0.0204, -0.0197, 0.0826, 0.0783, 0.0848, 0.0840, 0.0908, 0.0706, 0.0889, 0.0640, 0.0849, 0.0808, 0.0817, 0.0885, 0.0723, 0.0885, 0.0659, 0.0830, 0.0801, 0.0837],
  "total_charge": 0,
  "e_lumo_ev": 0.20,
  "homo_energy_ev": -7.345
}


(3)
{
  "formula": "CH5O3P2S",
  "method": "ωB97M-V with the def2-TZVPD basis set",
  "elements": ["C", "O", "O", "O", "P", "P", "S", "H", "H", "H", "H", "H"],
  "positions_angstrom": [[1.97233, 0.72466, 0.23094], [-2.87859, -1.08221, -1.17665], [-3.04310, -0.73556, 1.22062], [-2.94658, 1.19394, -0.32221], [0.11215, 0.49802, -0.05114], [2.89808, -0.79906, 0.15145], [-2.68045, -0.20766, -0.08167], [1.88990, 1.22053, 1.23970], [-0.20487, 1.81164, -0.10341], [0.17960, 0.09735, -1.36681], [2.42901, -1.59028, 1.26644], [2.27252, -1.13137, -1.00727]],
  "atomic_forces_ev_per_a": [[-2.74, 0.13, 1.58], [-0.16, -1.41, -1.86], [-0.06, 0.14, -0.02], [-0.32, 0.42, -0.05], [1.40, -1.02, 0.38], [1.68, 1.29, 1.34], [1.42, 1.15, 2.17], [0.97, -0.28, -0.72], [-0.66, 1.24, -0.37], [-0.28, 0.05, -0.85], [-0.42, -0.31, -0.85], [-0.83, -1.39, -0.74]],
  "lowdin_charge": [-0.8310, -0.3717, -0.3985, -0.4181, 0.7141, 0.5465, 0.3507, -0.0549, -0.1151, -0.1057, -0.1398, -0.1765],
  "total_charge": -1,
  "e_lumo_ev": [3.14, 2.52],
  "homo_energy_ev": [-4.029, -3.209]
}


(4)
{
  "formula": "C19H21N3O5",
  "method": "ωB97M-V with the def2-TZVPD basis set",
  "elements": ["C", "H", "H", "H", "C", "C", "H", "H", "H", "H", "C", "N", "C", "O", "C", "C", "C", "C", "C", "C", "H", "H", "H", "N", "C", "O", "C", "O", "C", "C", "C", "C", "C", "C", "H", "N", "O", "O", "H", "H", "H", "H", "H", "H", "H", "H", "H", "H"],
  "positions_angstrom": [[-4.29163, -0.93182, 1.20493], [-3.66897, -0.10528, 1.54125], [-5.15268, -1.00455, 1.86522], [-3.71077, -1.84668, 1.28711], [-4.73995, -0.71389, -0.23733], [-5.55307, 0.57328, -0.36658], [-6.46189, 0.50463, 0.22654], [-4.98471, 1.42939, -0.00874], [-5.83481, 0.74990, -1.40258], [-5.37291, -1.55482, -0.53954], [-3.53036, -0.70914, -1.18469], [-2.58252, 0.33547, -0.87708], [-1.35165, 0.07994, -0.39825], [-0.92317, -1.03881, -0.17979], [-0.50047, 1.27927, -0.12352], [0.83620, 1.17271, -0.47182], [1.74792, 2.13848, -0.07491], [1.31056, 3.24242, 0.64717], [-0.03338, 3.37042, 0.95396], [-0.94132, 2.39195, 0.58340], [-1.97705, 2.47993, 0.87795], [-0.37164, 4.23220, 1.50995], [2.01942, 3.98880, 0.97342], [3.11976, 1.92385, -0.31250], [3.61282, 1.27311, -1.40251], [3.08681, 1.25219, -2.48715], [4.92292, 0.53092, -1.09505], [4.87889, -0.07040, 0.18562], [3.85721, -0.93522, 0.46122], [3.71905, -1.30097, 1.80296], [2.70108, -2.14319, 2.20503], [1.79572, -2.63980, 1.28260], [1.94574, -2.28508, -0.04695], [2.96872, -1.44696, -0.47610], [3.03728, -1.22164, -1.52945], [1.01340, -2.79984, -1.02650], [0.34417, -3.75533, -0.71126], [0.99765, -2.26621, -2.11299], [0.97729, -3.27973, 1.56891], [2.60774, -2.40608, 3.24713], [4.42630, -0.90421, 2.51446], [5.76254, 1.23036, -1.05868], [5.10982, -0.20256, -1.88717], [3.73252, 2.03023, 0.48475], [1.15638, 0.31103, -1.03293], [-2.84979, 1.28749, -1.06728], [-2.98548, -1.65163, -1.09297], [-3.86967, -0.59410, -2.21926]],
  "atomic_forces_ev_per_a": [[-0.11, -0.11, -0.23], [0.07, 0.09, 0.07], [-0.06, 0.01, 0.11], [0.08, -0.10, 0.09], [0.17, 0.15, 0.01], [0.04, -0.34, -0.05], [-0.09, 0.08, 0.06], [0.06, 0.15, 0.06], [-0.07, 0.08, -0.11], [0.04, 0.02, -0.03], [-0.29, -0.35, 0.08], [-0.38, 0.22, -0.15], [0.12, 0.27, 0.08], [-0.05, -0.18, -0.01], [0.32, 0.12, 0.12], [-0.09, 0.05, 0.01], [-0.42, 0.04, 0.00], [0.06, -0.10, -0.11], [-0.02, 0.03, 0.08], [-0.07, -0.06, -0.10], [-0.11, 0.00, 0.04], [-0.02, 0.05, 0.06], [0.08, 0.10, -0.01], [0.15, 0.38, 0.30], [0.51, -0.02, 0.07], [-0.10, -0.14, -0.16], [-0.09, -0.06, -0.24], [0.21, -0.02, 0.12], [-0.33, -0.34, 0.29], [0.12, 0.14, -0.19], [0.08, 0.10, -0.13], [-0.20, -0.09, -0.37], [0.74, 0.38, 1.03], [0.10, -0.01, -0.18], [-0.01, 0.05, -0.05], [-0.04, -0.29, -0.31], [-0.28, -0.23, 0.08], [-0.06, 0.19, -0.37], [-0.04, -0.03, 0.02], [-0.02, -0.02, 0.09], [0.08, 0.05, 0.09], [-0.10, -0.07, -0.05], [-0.10, 0.12, 0.07], [-0.09, -0.21, -0.11], [0.04, -0.11, -0.01], [0.20, -0.02, 0.01], [-0.08, 0.08, -0.11], [0.05, -0.04, 0.05]],
  "lowdin_charge": [-0.0709, 0.0730, 0.0759, 0.0809, -0.4122, -0.0813, 0.0764, 0.0685, 0.0754, 0.1341, -0.1554, 0.0858, -0.4371, 0.0758, -0.1146, 0.0625, -0.2043, -0.0152, -0.0733, -0.0340, 0.1082, 0.1045, 0.1125, 0.1405, -0.4777, 0.1080, -0.0832, -0.0488, -0.2501, 0.0092, -0.0518, 0.0031, -0.1515, 0.0560, 0.1230, -0.3730, 0.0893, 0.0836, 0.1217, 0.1095, 0.1200, 0.1400, 0.1396, 0.1572, 0.1099, 0.1395, 0.1255, 0.1256],
  "total_charge": 0,
  "e_lumo_ev": -0.08,
  "smiles": "CC(C)CNC(=O)c1cccc(NC(=O)COc2cccc([N+](=O)[O-])c2)c1",
  "homo_energy_ev": -9.024
}